No. 1
Density functional theory data (ωB97M-V with the def2-TZVPD basis set) for a structure of composition C53H45Cl2N6O5STl.

CARTESIAN COORDINATES (ANGSTROEM)
1 Tl -0.334 0.098 1.925
2 C 2.290 2.362 2.834
3 O 1.040 2.263 2.163
4 C 0.441 3.435 1.775
5 C 1.019 4.679 1.997
6 C 0.423 5.829 1.498
7 C -0.750 5.731 0.768
8 C -1.334 4.491 0.572
9 C -0.771 3.331 1.085
10 N -1.355 2.030 0.901
11 N -2.346 2.064 0.113
12 C -3.097 1.024 -0.293
13 C -3.103 -0.297 0.259
14 O -2.480 -0.632 1.301
15 C -3.897 -1.309 -0.421
16 C -4.657 -1.014 -1.488
17 C -4.751 0.327 -2.006
18 C -5.582 0.614 -3.100
19 C -5.696 1.895 -3.586
20 C -4.975 2.920 -2.961
21 C -4.149 2.653 -1.894
22 C -4.002 1.346 -1.393
23 H 2.170 2.879 3.789
24 H 2.626 1.346 2.999
25 H 3.023 2.878 2.212
26 H 1.934 4.764 2.562
27 H 0.883 6.790 1.684
28 H -1.217 6.614 0.353
29 H -2.247 4.405 0.006
30 H -3.834 -2.310 -0.013
31 H -5.232 -1.792 -1.980
32 H -6.141 -0.196 -3.554
33 H -6.342 2.110 -4.426
34 H -5.068 3.938 -3.319
35 H -3.595 3.454 -1.430
36 S 2.402 0.317 6.221
37 C 3.473 -0.649 5.258
38 C 4.748 -1.128 5.550
39 C 5.375 -1.920 4.605
40 C 4.749 -2.236 3.391
41 C 3.491 -1.754 3.098
42 C 2.853 -0.949 4.042
43 N 1.585 -0.423 3.892
44 C 1.209 0.227 4.937
45 C -0.127 0.845 5.041
46 C -0.576 1.339 6.265
47 C -1.850 1.871 6.376
48 C -2.676 1.901 5.260
49 C -2.224 1.404 4.043
50 C -0.948 0.872 3.913
51 H 5.232 -0.897 6.489
52 H 6.365 -2.305 4.810
53 H 5.260 -2.869 2.678
54 H 2.973 -1.997 2.179
55 H 0.058 1.288 7.143
56 H -2.198 2.248 7.328
57 H -3.675 2.312 5.338
58 H -2.880 1.430 3.181
59 C -0.864 -1.878 -6.263
60 O -0.259 -1.706 -4.995
61 C 0.694 -2.610 -4.618
62 C 1.080 -3.709 -5.368
63 C 2.066 -4.567 -4.885
64 C 2.672 -4.314 -3.669
65 C 2.299 -3.199 -2.928
66 C 1.298 -2.352 -3.375
67 N 0.888 -1.209 -2.671
68 C 0.570 -1.153 -1.321
69 N 0.516 -2.367 -0.722
70 C 0.260 -2.802 0.590
71 C 0.123 -2.031 1.737
72 C -0.077 -2.688 2.951
73 C -0.138 -4.067 3.048
74 C 0.002 -4.834 1.900
75 C 0.194 -4.204 0.691
76 O 0.389 -4.943 -0.467
77 C -0.806 -5.521 -0.981
78 N 0.363 -0.038 -0.712
79 C 0.496 1.163 -1.444
80 C 1.482 2.075 -1.093
81 C 1.590 3.311 -1.714
82 C 0.696 3.649 -2.715
83 C -0.278 2.740 -3.115
84 C -0.372 1.502 -2.491
85 O -1.249 0.519 -2.865
86 C -2.113 0.760 -3.962
87 H -1.553 -1.046 -6.386
88 H -1.420 -2.817 -6.309
89 H -0.118 -1.855 -7.061
90 H 0.615 -3.911 -6.321
91 H 2.352 -5.429 -5.472
92 H 3.441 -4.972 -3.291
93 H 2.784 -2.987 -1.984
94 H 0.349 -0.554 -3.222
95 H 0.602 -3.156 -1.350
96 H -0.195 -2.099 3.855
97 H -0.288 -4.543 4.008
98 H -0.019 -5.916 1.935
99 H -1.197 -6.280 -0.300
100 H -0.550 -5.982 -1.932
101 H -1.568 -4.752 -1.136
102 H 2.156 1.803 -0.293
103 H 2.351 4.009 -1.397
104 H 0.757 4.613 -3.202
105 H -0.956 3.000 -3.914
106 H -2.738 -0.126 -4.048
107 H -1.541 0.901 -4.885
108 H -2.748 1.627 -3.783
109 Cl 5.601 3.098 -0.122
110 C 5.308 1.403 -0.544
111 Cl 4.745 0.459 0.838
112 H 6.248 0.980 -0.881
113 H 4.549 1.365 -1.317

Values from the calculation:
Charge: 0
HOMO level in eV: -6.95

No. 2
Density functional theory data (ωB97M-V with the def2-TZVPD basis set) for a structure of composition C53H45HfN4O3P3S.

CARTESIAN COORDINATES (ANGSTROEM)
1 Hf 0.034 0.130 0.035
2 S 1.298 0.096 4.512
3 C 0.372 -1.315 4.278
4 C -0.104 -1.435 3.004
5 C 0.266 -0.368 2.148
6 C 1.060 0.527 2.839
7 C 1.713 1.664 2.241
8 C 2.391 2.614 3.007
9 C 3.021 3.668 2.380
10 C 2.980 3.739 0.992
11 C 2.300 2.756 0.301
12 N 1.670 1.734 0.890
13 H 0.222 -1.985 5.101
14 H -0.692 -2.285 2.700
15 H 2.406 2.506 4.079
16 H 3.538 4.418 2.957
17 H 3.465 4.538 0.458
18 H 2.262 2.785 -0.782
19 O -0.326 3.949 -1.048
20 C -0.431 2.774 -1.277
21 O -0.737 1.870 -0.380
22 C -0.229 2.221 -2.699
23 P -0.412 0.372 -2.767
24 C 0.191 0.158 -4.483
25 C -0.588 0.617 -5.544
26 C -0.124 0.512 -6.842
27 C 1.128 -0.026 -7.092
28 C 1.917 -0.457 -6.039
29 C 1.448 -0.374 -4.739
30 C -2.232 0.130 -2.955
31 C -2.747 -0.950 -3.801
32 C -3.857 -1.678 -3.625
33 C -4.619 -1.768 -2.365
34 C -4.496 0.794 -2.149
35 C -3.023 0.954 -2.244
36 H 0.771 2.511 -3.046
37 H -0.935 2.702 -3.383
38 H -1.557 1.055 -5.358
39 H -0.734 0.862 -7.660
40 H 1.492 -0.096 -8.105
41 H 2.901 -0.856 -6.229
42 H 2.068 -0.729 -3.927
43 H -2.180 -1.121 -4.708
44 H -4.118 -2.399 -4.390
45 H -4.371 -2.681 -1.829
46 H -4.932 1.590 -1.543
47 H -2.614 1.799 -1.715
48 N -2.295 -2.003 0.591
49 P -2.739 -0.330 0.348
50 C -4.485 -0.697 -0.098
51 C -5.304 -1.383 0.723
52 C -6.533 -1.964 0.242
53 C -6.859 -1.946 -1.060
54 C -6.023 -1.288 -2.067
55 C -4.812 -0.544 -1.524
56 C -2.923 0.412 2.009
57 C -3.027 -0.241 3.233
58 C -3.204 0.491 4.396
59 C -3.314 1.872 4.347
60 C -3.233 2.529 3.128
61 C -3.024 1.806 1.968
62 P -0.787 -2.562 0.028
63 C -0.783 -4.258 0.703
64 C 0.108 -5.153 0.114
65 C 0.164 -6.466 0.537
66 C -0.656 -6.894 1.570
67 C -1.532 -6.004 2.170
68 C -1.599 -4.687 1.744
69 C -0.893 -3.065 -1.742
70 C -1.899 -3.860 -2.278
71 C -1.792 -4.339 -3.572
72 C -0.665 -4.057 -4.326
73 C 0.362 -3.302 -3.786
74 C 0.240 -2.789 -2.507
75 H -3.060 -2.675 0.574
76 H -5.058 -1.499 1.768
77 H -7.202 -2.404 0.966
78 H -7.794 -2.364 -1.397
79 H -6.573 -0.840 -2.885
80 H -4.944 0.831 -3.145
81 H -2.963 -1.317 3.283
82 H -3.269 -0.018 5.347
83 H -3.464 2.436 5.256
84 H -3.336 3.603 3.087
85 H -2.953 2.327 1.020
86 H 0.743 -4.811 -0.692
87 H 0.841 -7.156 0.058
88 H -0.613 -7.918 1.906
89 H -2.170 -6.335 2.974
90 H -2.291 -4.011 2.225
91 H -2.750 -4.135 -1.672
92 H -2.570 -4.965 -3.982
93 H -0.563 -4.468 -5.317
94 H 1.263 -3.137 -4.356
95 H 1.061 -2.240 -2.054
96 N 7.244 -0.788 0.744
97 C 6.445 0.109 0.146
98 O 6.789 1.213 -0.202
99 C 5.003 -0.301 -0.064
100 C 4.278 -1.142 0.775
101 C 2.922 -1.308 0.551
102 N 2.257 -0.696 -0.439
103 C 2.973 0.071 -1.274
104 C 4.325 0.297 -1.126
105 H 8.214 -0.539 0.867
106 H 6.974 -1.736 0.940
107 H 4.744 -1.644 1.608
108 H 2.337 -1.971 1.181
109 H 2.425 0.514 -2.102
110 H 4.864 0.947 -1.797

Values from the calculation:
Charge: +2
HOMO level in eV: -12.62

The evaluated frontier orbital gap for the records listed, in turn: 6.8 7.0 eV.